1.
Entry from OMol25: a molecular structure, C31H50BrN6S2Si2TcTe at a distorted geometry (the ωB97M-V functional and the def2-TZVPD basis).

Last column: Mulliken charge in e.
Cartesian coordinates (Å):
H -4.44 6.85 -0.32  0.3684
H -3.18 2.85 0.12  0.1130
C -0.44 2.78 -5.12  -1.0695
C -0.27 1.87 1.64  0.9185
N -3.51 -1.88 4.37  0.1506
H -2.85 -3.30 -0.15  0.2119
H -1.28 6.48 -0.21  0.5045
H -0.49 4.99 4.00  0.5373
C -2.21 -2.07 4.62  0.2312
H 3.61 -2.14 -1.61  0.4100
H 0.95 -0.23 -5.36  0.5640
H 4.37 -0.06 -2.49  0.6355
H -3.89 2.58 -1.47  0.7589
H 1.59 3.34 -0.36  0.5150
C -0.39 -3.04 5.88  -1.0974
C -1.48 2.44 2.01  -0.3219
C -2.53 -2.66 6.98  -1.1853
C -2.14 1.09 -3.15  -1.0169
C 4.25 2.00 -1.96  -0.9120
H -2.40 2.00 1.64  0.9256
C 3.77 0.71 -2.04  -0.7844
H -4.07 -1.27 2.42  0.2149
H 2.97 -1.84 -3.21  0.3613
Br 1.98 -0.25 1.79  -0.0628
S -1.08 -1.57 3.43  -0.3274
H -3.41 -2.03 6.92  0.3970
H -1.90 -2.28 7.79  0.4225
H -5.26 -2.32 5.46  0.3711
H 5.23 2.25 -2.35  0.5017
H -3.12 1.53 -3.33  0.6857
H -2.83 -3.67 7.24  0.3568
C -2.35 0.44 -6.15  -1.0891
H -4.13 -3.68 5.25  0.3826
H 1.98 4.93 4.27  0.4890
C 3.15 3.23 3.76  -0.8717
S -1.85 -0.80 0.29  -0.2588
C 2.22 2.62 -0.86  -0.5371
C -1.57 3.55 2.86  -1.2545
H -1.69 -4.08 -1.16  0.1964
H -0.96 4.79 0.17  0.0529
Te -1.22 2.36 -1.70  0.4776
H 0.96 0.27 -3.68  -0.1437
H -2.80 -0.53 -5.92  0.3700
H -4.92 -0.50 3.77  0.3998
H 3.78 4.01 -1.31  0.5911
H 2.17 -2.99 -2.13  0.5426
H -3.16 1.14 -6.30  0.3628
H -0.59 5.44 -1.43  0.3445
C 2.05 1.54 2.50  0.7485
H -0.33 -3.85 6.60  0.3898
Si -1.15 1.04 -4.82  -0.0540
C 2.00 3.97 3.78  -0.8398
C -0.43 4.11 3.37  -0.9483
Tc 0.06 0.64 -0.01  -1.0347
H -1.22 3.53 -5.15  0.2915
H -3.23 -0.06 3.41  0.2491
C 0.82 3.49 3.17  0.7033
H -4.28 4.96 -3.42  0.3586
C -4.55 -2.80 4.78  -1.1729
H -1.83 0.33 -7.09  0.3710
N 0.67 -0.95 -1.20  1.3359
Si -3.06 4.99 -1.22  0.1661
N -1.96 -3.26 -0.63  -0.3686
H 0.00 -3.39 4.92  0.3630
C 3.45 2.98 -1.38  -1.0641
H 0.02 -1.13 -4.20  0.2837
H -5.38 5.38 -0.34  0.3727
C -4.40 5.78 -0.13  -1.0794
C 1.89 -0.90 -1.63  0.4137
C 2.50 0.42 -1.54  0.5198
H -2.57 4.60 -3.65  -0.1798
C -1.25 -2.14 -0.57  0.3916
C 2.69 -2.03 -2.17  -1.8619
C -3.95 -0.87 3.43  -0.9509
H 4.05 3.59 4.24  0.4654
N -0.07 -2.09 -1.21  -0.6049
C -3.08 3.07 -0.94  -0.7000
N 1.75 1.38 -0.92  0.9161
C -1.31 5.47 -0.61  -0.8700
C 3.16 1.96 3.17  -0.5864
N -1.77 -2.62 5.75  0.0845
H -2.29 0.10 -2.72  0.4217
C 0.87 2.29 2.40  0.6258
H -4.20 5.64 0.93  0.3346
H -2.54 3.96 3.09  0.5612
H 0.24 -2.22 6.23  0.3203
H 0.07 2.82 -6.08  0.4386
C -3.27 5.22 -3.09  -0.4985
H -5.11 -3.12 3.90  0.3879
H 0.29 -2.91 -1.70  0.1754
H 4.03 1.32 3.26  0.5234
H 0.28 3.07 -4.36  0.3470
H -3.11 6.25 -3.38  0.4038
C 0.33 -0.13 -4.47  -0.5822

Its gap between HOMO and LUMO (spin up / spin down) is 4.6119 / 3.5987 eV. As for the spin multiplicity: 4. As for the energy relative to the best compared isomer or geometry (same formula, charge and spin): 186.4 kJ/mol. The LUMO energy (spin up / spin down) is -0.345 / -0.381 Ha. As for the expectation value of S²: 3.83. Its net charge is +3.



2.
Entry from OMol25: a single C31H50NO3PS molecule at a distorted geometry (the ωB97M-V functional and the def2-TZVPD basis).

Last column: Mulliken charge in e.
Cartesian coordinates (Å):
C 5.91 3.20 2.05  0.7576
H 2.03 8.00 1.91  0.2598
H -7.29 -3.48 3.15  0.3509
C 5.70 0.84 1.27  -1.8471
C -4.51 -3.67 -0.76  -0.5417
C 4.01 4.08 0.28  0.5591
H 3.16 -0.57 -2.89  0.3520
C 4.01 1.81 -2.10  -1.1193
H 4.81 1.11 -2.34  0.5137
C 5.58 4.53 2.02  -0.7242
H -4.44 -4.31 0.13  0.2703
H -6.93 -1.55 0.40  0.2981
C -2.89 -2.34 -2.29  -0.1852
C -5.04 -2.31 -0.27  -0.4325
H 7.86 1.11 1.02  0.1455
C 0.45 -1.52 -3.05  -0.6598
H -6.00 -2.32 1.70  0.2599
H -9.42 -2.25 3.41  0.3687
H 7.88 -0.71 -0.88  0.2874
C -9.18 -3.55 5.16  -1.1518
H 3.05 2.11 -3.98  0.4363
H -7.35 -3.92 -0.53  0.3770
H -0.85 -1.36 -4.79  0.3129
H 6.06 5.23 2.70  0.4455
C 4.65 4.95 1.13  0.1304
H 1.41 6.26 -0.61  0.3799
C -8.44 -3.51 1.32  -0.8665
H 0.35 -2.18 -2.19  0.3588
C 4.31 2.73 0.31  0.2815
C 7.02 0.69 0.47  -0.1093
C -3.15 -3.62 -1.48  -0.9800
H -5.25 -4.15 -1.40  0.2578
P 7.17 2.77 3.30  0.1569
C -7.13 -3.68 0.51  -0.4080
H -5.26 -1.68 -1.13  0.2562
H 1.18 -0.21 -1.49  0.0852
H 1.86 8.41 0.31  0.2662
H -10.08 -3.95 5.61  0.3186
H -8.68 -2.44 1.29  0.3357
H -8.20 -4.99 2.84  0.2646
C -1.85 -2.61 -3.40  -1.1288
H -3.10 -4.46 -2.16  0.4164
H 3.82 0.71 -0.28  0.3965
C 5.29 2.31 1.20  -0.3383
H -10.32 -3.75 3.33  0.2710
H -9.28 -4.03 0.86  0.4303
H 0.32 0.61 -2.79  0.3373
C 2.39 6.00 -0.21  -1.1687
H 7.03 1.44 3.72  0.1114
H -3.82 -1.93 -2.68  0.3280
H -6.62 -4.54 0.95  0.2850
H -2.38 -2.93 -4.31  0.4187
H 5.85 0.60 2.32  0.5491
H -2.32 -3.74 -0.77  0.3164
N 2.51 8.10 1.02  -0.5767
H 1.11 -2.01 -3.77  0.4240
H -8.33 -4.20 5.36  0.3562
H -9.01 -2.58 5.64  0.2710
H -2.46 -1.56 -1.65  0.3001
H 1.96 2.12 -2.56  0.3820
O 5.15 7.23 1.63  -0.5840
O 2.57 4.19 -1.66  -0.4981
C -0.94 -1.40 -3.70  -0.8915
H 2.54 1.87 -0.46  0.6377
H -1.26 -3.48 -3.09  0.5042
C 7.32 -0.75 0.06  -0.7682
C 2.80 1.62 -3.04  -0.8794
C 2.40 0.14 -3.23  -0.6492
H 6.86 3.59 4.41  0.0965
C 3.01 6.84 0.60  0.4380
H -1.48 -0.49 -3.42  0.5138
H 6.35 -2.42 0.03  0.2758
H 6.93 1.32 -0.42  0.3719
H 8.00 -1.23 0.79  0.4322
H -4.24 -1.85 0.31  0.2220
C 3.62 1.73 -0.60  -0.6699
H 2.25 -0.05 -4.30  0.4467
C 1.05 -0.17 -2.58  -0.5753
C -9.37 -3.32 3.64  -0.4558
S 8.98 3.19 2.70  -0.4142
H 4.93 0.18 0.90  0.5693
C 4.35 6.44 1.16  0.2823
C -8.24 -3.90 2.79  -0.5404
O 6.14 -1.51 -0.17  -0.4635
H 4.44 2.80 -2.27  0.6024
C -6.29 -2.40 0.65  -0.7763
C 2.96 4.68 -0.62  0.3311

Its gap between HOMO and LUMO is 7.5716 eV. As for the spin multiplicity: 1. The LUMO energy is -0.041 Ha. Its net charge is 0.



3.
Entry from OMol25: 10 unconnected molecules or ions with the total composition C31H50O30 at a distorted geometry (the ωB97M-V functional and the def2-TZVPD basis).

Last column: Mulliken charge in e.
Cartesian coordinates (Å):
C -5.81 -1.03 -2.41  -0.1504
H -0.19 3.78 -2.99  0.4398
O -5.32 -3.17 -3.11  -0.4157
H 7.64 0.87 -1.70  0.2421
O 5.89 -0.29 -1.87  -0.4029
H 1.80 -2.92 0.32  -0.0299
O -6.93 -2.34 0.91  -0.2262
H 3.16 0.54 5.01  0.3467
H 4.59 -4.59 -1.64  0.2539
H -3.00 3.25 0.99  0.5266
O -0.13 1.80 -3.53  0.0367
C -0.22 -3.61 0.92  -0.3201
H -1.21 1.05 3.72  0.2732
C -2.10 3.18 -0.99  0.6529
H -6.86 -2.84 -1.76  0.2680
O -6.40 -1.97 3.08  -0.5814
C 3.57 3.17 3.45  0.5173
H -2.06 4.28 -1.01  0.4288
O 0.19 -1.82 3.78  -0.5367
C 0.30 -2.45 2.78  0.5825
O -4.71 -1.04 -3.32  -0.2252
O -5.34 -0.99 1.33  -0.0661
C 0.45 1.00 -4.46  0.5665
H -7.76 -3.66 2.26  0.4012
C -2.94 2.61 0.11  0.7070
H -0.58 -4.64 1.03  0.3984
C -5.87 -2.47 -1.95  0.0229
O 1.44 -3.07 2.40  -0.3208
H -0.52 -3.30 -0.08  0.0574
H -6.71 -0.64 -2.88  0.3963
O -0.37 0.06 -4.91  -0.3894
C 1.33 -3.55 1.07  -0.0758
C -4.09 2.52 -1.83  0.4782
H -2.62 1.61 0.40  -0.7326
C 0.21 3.75 3.35  0.5229
O 0.29 3.97 4.52  -0.5658
C 6.81 0.49 -1.10  -0.4242
H 0.39 0.69 2.96  -0.1339
O -4.96 2.33 -2.61  -0.5460
H 3.21 0.40 2.69  -0.4072
O -0.70 -2.71 1.89  -0.2478
O 5.60 -3.47 1.11  -0.4594
C 3.89 1.22 4.58  -0.5199
H -5.14 -2.69 -1.17  0.0913
H 5.68 1.51 0.50  -0.3577
O 1.01 -0.39 -0.70  -0.5860
C -2.39 -1.15 -0.85  -0.7175
O -2.78 2.67 -2.15  -0.2886
O -4.25 2.58 -0.48  -0.4096
H 1.66 -4.58 0.99  0.4941
C -0.27 -0.32 -0.32  1.2954
H -5.64 -0.35 -1.57  0.0319
H -1.06 2.87 -0.99  -0.8013
H -2.76 -2.04 -1.34  0.1951
C 1.57 2.94 -2.17  -0.3687
H -1.86 0.47 -3.48  0.0378
C -4.38 -0.35 2.14  -0.3743
H 4.96 0.45 2.82  0.3029
C -1.65 -0.19 -4.33  -0.1947
H 6.46 2.59 -0.59  0.3709
O 4.74 1.53 -1.30  -0.2598
H -2.57 -1.18 0.23  0.4066
H 2.55 2.62 -2.54  0.4231
C 4.77 0.45 -2.11  0.7560
O 3.37 4.33 3.28  -0.5210
O 0.47 4.69 2.42  -0.4001
C -6.23 -1.79 1.91  0.6026
H 7.19 -0.12 -0.29  0.3270
H -8.92 -2.89 1.17  0.2961
H 1.31 2.23 -1.37  -0.4225
O 4.46 -2.77 -0.66  -0.2788
H -3.92 0.43 1.54  -0.2213
H 1.79 1.22 0.41  -0.2995
H -2.40 -0.05 -5.10  0.3028
C 4.05 0.97 3.08  0.5965
O -3.90 -2.58 -4.75  -0.5370
H -4.79 0.17 3.01  0.5075
O 3.95 0.19 -2.92  -0.4408
O 3.40 2.55 4.64  -0.3171
C 5.95 1.63 -0.55  0.3320
C -7.92 -3.31 1.25  -0.8195
H 2.93 -0.02 -0.14  -0.5759
C -0.21 1.41 3.53  -0.5099
H -7.85 -4.12 0.52  0.2439
H 1.88 -0.34 1.20  -0.3961
O -0.69 0.41 0.54  0.0493
H 4.84 1.13 5.12  0.2565
H 5.63 -5.39 0.42  0.2757
H -3.59 -1.02 2.49  0.3900
H -0.13 4.14 0.52  -0.0024
C 0.77 4.32 1.10  0.0027
H 5.93 -3.47 -1.91  0.2581
C 5.24 -3.86 -1.16  -0.2950
C -4.58 -2.28 -3.82  0.6257
C 5.95 -4.40 0.07  -0.3577
H 1.72 3.93 -1.74  0.2935
H 1.41 3.43 1.05  -0.2345
O -0.98 -1.12 -1.10  -0.7759
O 4.05 2.29 2.54  -0.3084
O -0.13 2.60 2.75  0.0277
C 4.64 -2.61 0.65  0.7296
H 7.03 -4.45 -0.04  0.2769
H -2.87 -0.27 -1.27  -0.1606
C 1.92 0.15 0.22  1.3781
C 0.54 3.02 -3.29  -0.8200
O 4.13 -1.82 1.37  -0.3744
H -1.68 -1.23 -4.01  0.2004
H 1.34 5.11 0.61  0.3643
O 1.58 1.11 -4.82  -0.5734
H 1.06 3.49 -4.12  0.4356
H 0.27 1.52 4.51  0.4805

Its gap between HOMO and LUMO is 10.2689 eV. As for the spin multiplicity: 1. As for the energy relative to the best compared isomer or geometry (same formula, charge and spin): 0.0 kJ/mol. The LUMO energy is 0.002 Ha. Its net charge is 0.



4.
Entry from OMol25: a molecular structure, C31H50P2Pd at a distorted geometry (the ωB97M-V functional and the def2-TZVPD basis).

Last column: Mulliken charge in e.
Cartesian coordinates (Å):
C -0.85 2.11 -1.52  -0.9617
C -0.81 3.28 4.62  -0.4654
C -0.43 -1.52 2.95  0.8438
H 0.96 -0.74 5.40  0.4028
C 1.83 -3.65 0.85  -1.6020
C -3.07 -0.10 -1.20  -1.0564
H -1.17 -2.89 -4.48  0.3927
H -2.53 -1.62 3.14  0.4472
H -1.78 -0.27 4.04  0.0441
C 0.60 1.37 -4.44  -1.2553
H -2.25 -2.66 1.28  0.2963
H 1.17 -4.00 0.06  0.3368
H 1.29 2.61 -1.50  0.6778
H 2.11 -1.46 -3.09  0.4198
C -1.13 3.81 1.88  -0.3727
C 3.28 -1.68 2.73  -1.6844
H 1.21 2.28 2.04  -0.3600
H -1.64 -2.66 -1.62  0.0773
C 3.04 0.49 -0.63  -1.4912
H -1.64 2.55 -0.90  0.7899
H -2.35 1.82 0.61  0.3309
H 2.04 0.91 -2.89  0.5066
H -1.30 2.20 -5.01  0.4863
H 2.24 -4.53 1.38  0.3177
H -2.19 1.62 4.32  0.6559
H -3.81 -0.20 -2.02  0.4743
H 0.77 2.43 -4.18  0.3858
H -0.60 -3.57 -2.79  0.3665
C -1.63 2.57 2.43  0.6538
C -1.69 -1.06 -3.87  -0.6512
C -1.76 0.42 -3.83  0.0083
C 1.13 -2.65 1.70  0.8132
C -0.60 -2.97 -1.87  -0.1080
H 3.67 -0.66 2.88  0.3891
H -1.45 4.08 0.86  0.5632
P 1.41 0.82 0.16  0.7124
H -1.71 -1.92 4.65  0.3651
H 0.36 5.13 4.62  0.4183
C 0.67 -1.66 -4.81  -0.7872
H -1.15 -3.83 0.50  0.4247
H 0.12 5.50 2.14  0.4500
H 1.24 1.18 -5.32  0.4801
C -1.39 -3.33 1.45  -1.6541
H 0.44 0.71 4.50  0.1057
P -1.63 0.60 -1.98  0.6195
C 0.85 -1.02 3.31  0.6929
C -0.85 1.21 -4.85  -1.1866
H -1.73 -4.10 2.17  0.3973
H -2.80 -1.13 -0.88  0.1501
H 3.52 -2.27 3.63  0.3683
H -2.54 0.64 2.07  0.3653
H -2.60 -1.55 -3.48  0.4388
C -0.19 4.40 4.02  -0.5355
C 1.82 -1.72 2.53  0.5321
H 3.77 0.15 0.11  0.4900
H -0.81 2.68 -2.48  0.6698
C -0.26 -2.52 1.97  0.6180
C -0.33 4.64 2.65  -0.6406
H 2.81 2.49 1.22  0.5550
H 1.08 -2.67 -4.74  0.3473
C -1.57 2.40 3.86  -0.8432
H -0.09 -3.43 -1.03  -0.6505
H 0.92 -1.15 -5.75  0.5119
H -0.77 3.16 5.71  0.4966
C -1.67 -1.31 3.74  -1.2266
H 0.37 2.91 -0.02  0.6026
H 3.82 -2.12 1.88  0.4035
C -2.15 1.56 1.63  -0.9412
C 1.12 -0.16 4.48  -1.3941
H -1.27 -1.91 -5.85  0.5222
Pd -0.19 -1.07 -2.44  -0.1037
H 2.67 -3.14 0.35  0.3758
H 2.93 -0.30 -1.39  0.0815
C 0.52 2.19 -0.83  -1.5745
H 2.17 0.19 4.50  0.4387
C 1.18 0.45 -3.41  0.9522
H -2.74 0.90 -3.85  0.8309
C 2.05 1.77 1.56  -0.2950
H 3.43 1.40 -1.11  0.4773
H 2.49 1.07 2.27  -0.0545
H -0.94 0.85 -5.88  0.3630
C 1.35 -0.93 -3.69  -1.1719
H -3.51 0.47 -0.36  0.4750
C -0.91 -1.88 -4.82  -1.3445

Its gap between HOMO and LUMO (spin up / spin down) is 6.5339 / 5.5993 eV. As for the spin multiplicity: 5. As for the energy relative to the best compared isomer or geometry (same formula, charge and spin): 483.4 kJ/mol. The LUMO energy (spin up / spin down) is -0.212 / -0.284 Ha. As for the expectation value of S²: 6.07. Its net charge is +2.



5.
Entry from OMol25: a molecular structure, C31H51As2CrNSe2Si at a distorted geometry (the ωB97M-V functional and the def2-TZVPD basis).

Last column: Mulliken charge in e.
Cartesian coordinates (Å):
H -2.39 -1.73 1.84  0.2704
H -5.00 0.06 -2.66  0.3954
N 0.37 5.10 1.45  0.1098
H -2.10 -0.24 3.80  0.5910
H 0.63 0.33 -1.12  -0.1579
H -0.40 1.11 -3.24  0.9532
C 4.09 -2.12 -1.15  -1.3385
H -4.39 -0.07 -1.62  -0.3118
H 2.42 5.23 1.93  0.3829
C -2.85 0.06 -2.59  -1.3920
H 3.22 0.74 2.34  0.3532
H 1.65 3.67 2.34  0.2545
C 0.38 6.21 0.44  -0.8036
H 1.59 0.69 4.32  0.3104
H -0.75 3.44 2.12  0.2662
H -3.75 -0.56 2.06  0.5297
H 0.16 5.53 2.36  0.4221
H -2.83 -0.78 -1.90  2.0122
H -2.02 -4.08 -0.10  0.3437
H 2.04 4.07 0.62  0.3489
H 0.18 -0.20 4.99  0.3476
H -1.62 3.27 -3.30  0.1494
Cr 0.00 0.00 0.00  -3.8926
C 4.38 -3.40 -1.64  -0.7977
H -5.13 1.97 -4.24  0.3761
H 0.03 1.55 4.48  0.2805
Si 0.00 0.00 -2.46  -0.4142
C 1.72 4.46 1.59  -0.7955
C 2.82 -1.81 -0.65  1.0669
C 1.81 -2.82 -0.65  -0.5576
Se 0.04 0.00 2.45  0.7123
H 3.62 -5.37 -2.03  0.3897
C 0.30 -1.73 -3.04  -1.6027
H -0.74 -3.22 2.35  0.4239
As 2.46 0.04 0.00  2.6273
C 0.49 0.57 4.26  -1.4003
H -2.18 1.23 2.73  0.3733
H -0.86 2.22 -4.32  0.4658
C -2.68 -0.66 1.78  -1.0458
H -4.94 0.41 0.03  0.3245
H 5.37 -3.62 -2.02  0.4156
C -0.99 -4.12 -0.51  -1.5215
C 0.24 -3.13 1.84  -1.1714
H 0.74 -4.12 1.82  0.5078
H 0.87 -2.42 2.41  0.1328
H 0.34 -1.78 -4.13  0.6318
H 0.68 5.81 -0.53  0.3235
C 0.00 2.05 0.00  0.9473
C -4.16 1.60 -3.91  -1.0291
H 0.98 0.98 0.98  -0.4615
H -0.50 -5.02 -0.10  0.4363
H -0.50 -2.40 -2.71  0.1211
C -1.26 3.71 -1.22  -0.8522
H 5.02 0.50 -0.10  0.4629
H 4.08 2.02 -0.10  0.2427
H -1.05 -4.19 -1.62  0.3630
H -4.56 -1.34 -0.36  0.3946
C 0.10 1.28 -1.15  0.7390
H 1.57 1.21 -3.92  0.6288
H -3.05 3.03 -5.06  0.4451
H 4.19 1.05 -1.62  0.4504
C -4.28 -0.28 -0.53  -0.5618
C -1.66 0.65 -3.04  0.4886
C 3.40 -4.38 -1.64  -0.9563
C 2.12 -4.09 -1.15  -0.8205
C -0.68 3.28 -0.02  1.8241
H -1.69 4.66 1.27  0.5394
C -4.09 0.53 -3.02  -1.6022
H 2.42 -0.87 2.41  0.1668
H 2.34 0.75 -2.40  0.1993
As -0.04 -2.46 0.00  2.6373
H 1.24 -2.12 -2.65  0.4634
Se -2.42 0.00 -0.04  1.0671
C 4.12 0.99 -0.51  -1.5098
H 4.89 -1.40 -1.18  0.3062
C -0.75 4.10 1.24  -2.1867
H 1.09 6.97 0.79  0.3428
H 1.24 2.13 -2.45  0.0350
H 1.40 -4.89 -1.18  0.3313
C 3.13 -0.24 1.84  -0.9514
C -1.16 2.93 -2.37  -0.0947
C -1.75 1.73 -3.94  -1.7568
C -1.88 0.16 2.79  -0.9939
H 4.12 -0.74 1.82  0.4617
C -2.99 2.20 -4.37  -0.4934
H -0.63 6.64 0.40  0.3447
C -0.47 1.72 -2.34  0.2940
H -1.82 4.65 -1.27  0.3808
C 1.42 1.12 -2.84  -0.7326

Its gap between HOMO and LUMO (spin up / spin down) is 3.4877 / 4.7783 eV. As for the spin multiplicity: 5. The LUMO energy (spin up / spin down) is -0.008 / -0.012 Ha. As for the expectation value of S²: 6.16. Its net charge is 0.